77
Properties=species:S:1:pos:R:3:mulliken_spin:R:1 method="wB97M-V/def2-TZVPD" de_lowest_ev=0.000 multiplicity=3 lumo_ev="-15.37 / -15.87" homo_lumo_gap_ev="5.40 / 4.88" total_charge=+4 homo_energy_ev="-20.770 / -20.750"
W 0.523 0.139 -0.076 1.025
P 3.174 -0.180 -0.254 -0.027
P -0.439 0.704 2.433 0.126
P -0.772 1.096 -2.343 0.134
O 1.258 -1.539 -2.660 0.098
O 1.515 -2.062 1.960 0.099
N -1.039 -3.077 0.312 0.003
N -3.208 -2.226 0.015 0.089
N -1.439 -0.743 -0.042 0.026
C 0.257 1.529 -3.785 0.004
C -1.836 -0.201 -3.128 0.008
C 1.942 3.259 1.412 0.008
C 4.159 0.707 -1.508 -0.001
C -0.273 -3.674 -0.786 -0.003
C -4.241 -1.192 0.075 -0.003
C 3.657 -1.914 -0.635 0.000
C 0.547 1.467 3.768 0.001
C 0.605 3.649 1.236 0.033
C 4.111 0.101 1.290 -0.001
C 2.267 3.322 -0.990 0.011
C -1.188 -3.897 1.517 -0.001
C -1.052 -0.767 3.358 0.006
C 2.775 3.121 0.299 0.003
C -1.948 2.491 -2.261 0.016
C -1.881 -1.996 0.091 0.028
C 0.094 3.843 -0.047 0.043
C 1.116 -1.224 1.197 0.091
C -3.748 -3.536 -0.339 -0.002
C -1.957 1.734 2.408 0.020
C 0.933 3.706 -1.162 0.013
C 0.998 -0.865 -1.701 0.106
H -0.213 -1.443 3.566 0.000
H 2.896 3.194 -1.872 0.000
H 1.492 0.921 3.871 -0.001
H -5.053 -1.586 0.700 0.002
H -4.368 -3.433 -1.242 0.003
H 4.221 1.774 -1.280 0.003
H -2.950 -4.258 -0.543 0.001
H 0.953 2.332 -3.522 0.000
H 3.967 1.130 1.641 0.001
H -0.407 1.859 -4.595 0.002
H -4.378 -3.899 0.483 0.004
H -2.514 2.541 -3.200 0.009
H 3.760 -0.600 2.062 0.003
H -2.169 0.166 -4.111 0.001
H -1.505 -0.434 4.305 0.000
H -1.073 -4.962 1.283 0.000
H -2.770 1.194 1.906 -0.002
H 0.572 3.923 -2.168 0.001
H -0.957 4.113 -0.171 0.004
H -1.261 -1.130 -3.263 0.001
H 2.347 3.072 2.405 -0.001
H -0.037 3.831 2.099 0.005
H -1.768 2.667 1.868 0.001
H -2.257 1.959 3.442 0.007
H -0.432 -4.766 -0.817 -0.001
H -0.398 -3.618 2.226 0.000
H 3.195 -2.596 0.094 0.001
H -1.809 -1.310 2.774 0.001
H 5.177 -0.077 1.082 -0.003
H -2.166 -3.743 1.992 0.000
H -0.586 -3.257 -1.758 0.001
H -0.016 1.407 4.708 0.002
H 0.825 0.646 -4.101 0.000
H 4.754 -1.985 -0.566 -0.002
H -2.721 -0.411 -2.508 0.000
H 3.829 2.885 0.455 0.000
H 0.800 -3.494 -0.627 -0.003
H -4.648 -1.001 -0.929 0.004
H -3.919 -0.249 0.538 0.000
H 3.695 0.575 -2.493 0.001
H 0.764 2.515 3.548 0.000
H -2.220 -0.109 -0.230 0.000
H -2.642 2.342 -1.425 0.002
H -1.421 3.435 -2.111 0.002
H 3.328 -2.174 -1.651 0.000
H 5.173 0.282 -1.517 -0.002